(1)
# C69H62N4O32S

A 8-piece molecular cluster, C69H62N4O32S overall in a non-equilibrium geometry (ωB97M-V/def2-TZVPD, OMol25).

ORCA input file:
```
! wB97M-V def2-TZVPD RIJCOSX def2/J DEFGRID3
* xyz 0 1
H 6.25 1.83 -2.33
N 6.13 2.56 -1.59
C 5.09 3.35 -1.94
N 4.42 2.98 -3.25
N 4.67 4.51 -1.10
C 4.12 4.05 0.24
C 2.77 4.89 0.67
C 1.51 3.98 0.21
C 0.06 4.60 0.54
C -1.01 3.78 -0.38
C -0.71 2.30 -0.91
C -1.72 1.49 -1.84
C -3.12 2.10 -2.26
C -3.45 3.56 -1.74
C -2.42 4.39 -0.84
S -2.89 6.12 -0.33
C -4.08 1.19 -3.16
O -5.28 1.63 -3.38
C -3.55 -0.24 -3.77
C -4.58 -1.00 -4.75
C -4.15 -1.01 -6.31
C -2.83 -0.16 -6.67
C -3.03 1.45 -6.64
N -1.65 2.06 -6.52
C -0.40 1.71 -7.20
C 0.87 2.59 -6.82
C 0.26 3.62 -5.77
C -1.26 3.20 -5.64
C -2.25 -0.77 -3.37
C -1.71 -2.18 -3.95
C -1.24 -3.23 -2.82
O 0.22 -3.43 -2.99
C 0.89 -3.43 -1.72
C 2.21 -2.50 -1.46
O 0.47 -4.15 -0.73
C -1.29 0.03 -2.36
O -0.15 -0.42 -1.92
H 4.08 2.00 -3.21
H 5.15 2.96 -4.00
H 5.56 4.99 -0.85
H 4.91 4.01 1.07
H 3.76 2.95 0.06
H 2.81 5.89 0.10
H 2.81 4.98 1.82
H 1.59 2.91 0.67
H 1.60 3.85 -0.95
H -0.20 4.49 1.67
H -0.05 5.73 0.31
H 0.27 1.73 -0.65
H -4.45 4.07 -2.04
H -3.12 6.11 1.04
H -4.62 -2.11 -4.38
H -5.66 -0.59 -4.59
H -5.06 -0.60 -6.91
H -4.00 -2.13 -6.60
H -1.89 -0.41 -6.05
H -2.56 -0.42 -7.77
H -3.70 1.84 -5.78
H -3.45 1.78 -7.68
H -0.24 0.89 -7.99
H 1.95 2.51 -7.20
H 0.86 4.44 -5.22
H -1.97 3.75 -4.92
H -2.45 -2.69 -4.69
H -0.77 -1.92 -4.59
H -1.74 -4.26 -3.09
H -1.51 -2.89 -1.75
H 2.46 -1.83 -2.37
H 1.95 -1.82 -0.56
H 3.13 -3.12 -1.14
O -3.22 -8.01 -3.73
C -2.71 -8.06 -2.62
C -3.16 -9.00 -1.59
C -2.59 -9.01 -0.38
O -3.00 -9.89 0.58
C -1.49 -8.06 -0.04
O -1.01 -8.09 1.08
C -1.03 -7.14 -1.08
C -1.59 -7.13 -2.28
O -1.17 -6.27 -3.26
H -3.96 -9.68 -1.86
H -2.44 -9.69 1.36
H -0.22 -6.47 -0.82
H -1.73 -6.46 -4.04
O 1.92 -3.38 -5.10
C 2.84 -4.09 -5.48
C 3.64 -3.77 -6.67
C 4.63 -4.58 -7.06
O 5.38 -4.29 -8.17
C 4.95 -5.82 -6.31
O 5.85 -6.55 -6.70
C 4.17 -6.12 -5.11
C 3.18 -5.32 -4.71
O 2.45 -5.59 -3.59
H 3.39 -2.86 -7.21
H 6.03 -5.02 -8.24
H 4.43 -7.02 -4.56
H 1.80 -4.86 -3.53
O 4.63 12.12 2.12
C 3.86 11.17 2.11
C 3.60 10.37 3.31
C 2.77 9.32 3.26
O 2.51 8.57 4.38
C 2.08 8.94 2.00
O 1.34 7.96 1.98
C 2.33 9.76 0.81
C 3.15 10.80 0.86
O 3.39 11.58 -0.25
H 4.10 10.66 4.23
H 1.89 7.88 4.08
H 1.81 9.47 -0.10
H 4.02 12.26 0.04
O 5.91 -0.23 -1.75
C 6.74 -0.95 -1.21
C 7.68 -1.78 -1.96
C 8.56 -2.56 -1.33
O 9.44 -3.34 -2.02
C 8.61 -2.62 0.16
O 9.41 -3.36 0.71
C 7.69 -1.77 0.91
C 6.81 -0.98 0.28
O 5.95 -0.18 0.97
H 7.63 -1.73 -3.04
H 9.96 -3.81 -1.34
H 7.75 -1.80 1.99
H 5.42 0.28 0.29
O -3.54 3.61 7.70
C -3.41 3.79 6.50
C -4.47 3.46 5.54
C -4.29 3.65 4.23
O -5.27 3.35 3.33
C -3.01 4.21 3.70
O -2.87 4.35 2.50
C -1.96 4.56 4.66
C -2.14 4.37 5.97
O -1.17 4.70 6.88
H -5.39 3.06 5.94
H -4.89 3.58 2.45
H -1.04 4.98 4.26
H -1.54 4.46 7.75
O -1.47 -3.06 6.83
C -2.16 -2.20 6.29
C -2.86 -2.43 5.02
C -3.58 -1.46 4.46
O -4.24 -1.66 3.28
C -3.70 -0.11 5.09
O -4.36 0.76 4.54
C -3.02 0.11 6.37
C -2.30 -0.86 6.94
O -1.66 -0.67 8.14
H -2.76 -3.41 4.57
H -4.68 -0.81 3.08
H -3.13 1.08 6.83
H -1.21 -1.52 8.33
O -5.39 -5.57 11.99
C -5.26 -5.39 10.79
C -6.32 -5.71 9.83
C -6.14 -5.52 8.52
O -7.12 -5.81 7.61
C -4.86 -4.96 7.99
O -4.72 -4.81 6.79
C -3.81 -4.62 8.95
C -3.99 -4.81 10.26
O -3.02 -4.49 11.17
H -7.24 -6.12 10.22
H -6.74 -5.58 6.74
H -2.89 -4.20 8.56
H -3.39 -4.73 12.04
*
```

- Kohn-Sham gap: 5.72 eV
- SMILES: [H]/N=C(\N)NCCCCc1cc2c(cc1S)C(=O)C(CCCCn1cccc1)=C(CCOC(C)=O)C2=O.O=C1C=C(O)C(=O)C=C1O.O=C1C=C(O)C(=O)C=C1O.O=C1C=C(O)C(=O)C=C1O.O=C1C=C(O)C(=O)C=C1O.O=C1C=C(O)C(=O)C=C1O.O=C1C=C(O)C(=O)C=C1O.O=C1C=C(O)C(=O)C=C1O

=====

(2)
# C69H76O10SSi2

C69H76O10SSi2 as an isolated structure in a non-equilibrium geometry (ωB97M-V/def2-TZVPD, OMol25).

ORCA input file:
```
! wB97M-V def2-TZVPD RIJCOSX def2/J DEFGRID3
* xyz 0 1
C 0.11 3.50 0.22
C -0.43 3.58 1.68
C -0.10 2.28 2.45
C -1.28 1.30 2.41
C -1.21 0.19 3.46
C -0.26 -1.00 3.15
C -0.15 -1.38 1.66
C 1.06 -0.68 0.95
Si 2.22 -1.81 0.02
C 3.69 -0.84 -0.60
C 4.94 -0.82 0.33
C 6.22 -1.38 -0.36
C 7.12 -0.29 -0.91
C 8.38 -0.12 -0.44
C 9.22 0.84 -0.95
C 8.76 1.63 -1.96
C 7.48 1.50 -2.43
C 6.66 0.54 -1.91
O 1.56 -2.64 -1.24
Si 0.21 -2.01 -2.04
C -1.21 -3.22 -1.66
O -2.38 -2.90 -2.42
C -3.46 -3.77 -2.06
C -4.50 -3.00 -1.20
C -4.72 -3.60 0.20
C 0.64 -1.96 -3.89
C -0.26 -2.87 -4.74
C 0.70 -0.50 -4.40
C -0.62 0.12 -4.87
C -1.51 0.72 -3.75
S 2.79 -3.39 1.48
C 3.14 -2.69 3.10
O 1.74 -4.37 1.61
O 4.02 -4.02 1.02
H 0.38 2.46 -0.01
H -0.61 3.85 -0.51
H 1.00 4.13 0.15
H 0.05 4.42 2.19
H -1.50 3.77 1.69
H 0.82 1.83 2.08
H 0.01 2.57 3.50
H -2.16 1.91 2.66
H -1.48 0.93 1.40
H -0.83 0.66 4.37
H -2.22 -0.15 3.70
H 0.71 -0.87 3.62
H -0.70 -1.88 3.64
H -1.05 -1.13 1.10
H 0.01 -2.46 1.58
H 0.75 0.17 0.33
H 1.67 -0.22 1.75
H 4.00 -1.25 -1.56
H 3.38 0.19 -0.81
H 5.19 0.20 0.63
H 4.82 -1.40 1.25
H 6.79 -1.99 0.34
H 5.92 -2.03 -1.19
H 8.76 -0.76 0.35
H 10.22 0.96 -0.56
H 9.40 2.38 -2.41
H 7.11 2.14 -3.22
H 5.65 0.42 -2.27
H -0.13 -0.63 -1.66
H -0.85 -4.24 -1.86
H -1.45 -3.13 -0.59
H -3.89 -4.25 -2.94
H -3.06 -4.57 -1.43
H -5.45 -2.99 -1.74
H -4.10 -1.99 -1.08
H -5.58 -4.27 0.22
H -3.86 -4.17 0.56
H -4.92 -2.82 0.93
H 1.66 -2.36 -3.97
H -1.29 -2.51 -4.76
H -0.21 -3.91 -4.44
H 0.08 -2.80 -5.79
H 1.19 0.18 -3.68
H 1.36 -0.50 -5.27
H -0.36 0.95 -5.53
H -1.22 -0.56 -5.48
H -2.13 1.55 -4.08
H -2.13 -0.08 -3.34
H -0.87 1.02 -2.92
H 3.89 -3.31 3.58
H 3.50 -1.67 2.99
H 2.23 -2.67 3.70
C 2.74 -4.13 9.10
C 2.78 -3.80 7.75
C 2.48 -2.51 7.35
C 2.13 -1.55 8.29
C 2.07 -1.89 9.64
C 2.39 -3.18 10.05
C 1.65 -0.89 10.66
O 1.59 -1.18 11.84
C 1.28 0.48 10.20
C 0.83 1.41 11.12
C 0.50 2.69 10.71
C 0.62 3.04 9.37
C 1.06 2.12 8.44
C 1.38 0.83 8.85
C 1.83 -0.17 7.84
O 1.93 0.14 6.66
H 2.99 -5.14 9.42
H 3.05 -4.55 7.02
H 2.52 -2.25 6.30
H 2.35 -3.44 11.10
H 0.74 1.13 12.16
H 0.14 3.41 11.43
H 0.36 4.05 9.05
H 1.15 2.39 7.40
C 3.42 -4.24 -11.38
C 3.04 -4.27 -10.04
C 2.17 -3.31 -9.55
C 1.69 -2.31 -10.38
C 2.09 -2.27 -11.72
C 2.95 -3.24 -12.21
C 1.63 -1.17 -12.61
O 1.97 -1.13 -13.78
C 0.73 -0.12 -12.05
C 0.33 0.93 -12.85
C -0.51 1.91 -12.35
C -0.96 1.83 -11.03
C -0.56 0.78 -10.22
C 0.29 -0.20 -10.73
C 0.74 -1.30 -9.83
O 0.35 -1.37 -8.69
H 4.09 -4.99 -11.77
H 3.41 -5.05 -9.39
H 1.87 -3.34 -8.51
H 3.25 -3.21 -13.25
H 0.68 1.00 -13.88
H -0.82 2.74 -12.97
H -1.63 2.59 -10.64
H -0.91 0.71 -9.20
C -4.92 1.32 3.19
C -5.29 1.15 4.52
C -6.09 2.09 5.15
C -6.54 3.20 4.45
C -6.15 3.39 3.11
C -5.36 2.44 2.49
C -6.58 4.60 2.36
O -6.25 4.75 1.20
C -7.40 5.62 3.06
C -7.76 6.78 2.39
C -8.54 7.73 3.03
C -8.98 7.52 4.33
C -8.62 6.36 5.01
C -7.82 5.41 4.38
C -7.42 4.19 5.13
O -7.79 4.01 6.27
H -4.30 0.59 2.70
H -4.94 0.29 5.07
H -6.38 1.96 6.18
H -5.07 2.57 1.45
H -7.43 6.94 1.38
H -8.82 8.64 2.51
H -9.59 8.26 4.83
H -8.95 6.20 6.02
*
```

- Kohn-Sham gap: 7.99 eV